[1]
The following is a DFT calculation (wB97M-V/def2-TZVPD) of a structure of composition C28H30Cl2HgN5O3S5 at a distorted geometry.

## Properties
2S+1 = 2
HOMO level (spin up / spin down) = -1.00 / -1.59 eV
total charge = -2
<S²> = 0.76
E_tot = -4649.176431 Ha
ΔE to the lowest compared entry with this formula, charge and spin = 1.187 eV

```
74
C28H30Cl2HgN5O3S5 wB97M-V/def2-TZVPD
Hg -0.411 0.064 0.777
C -2.067 -4.342 4.479
S -3.224 -4.188 3.098
C -2.653 -2.625 2.366
S -1.990 -1.424 3.342
N -2.974 -2.590 1.133
N -2.554 -1.848 0.166
C -3.349 -1.318 -0.703
C -2.804 -0.769 -1.911
C -3.614 -0.122 -2.857
C -3.032 0.422 -3.981
C -1.661 0.277 -4.165
C -0.946 -0.412 -3.197
N -1.482 -0.910 -2.102
H -2.560 -4.899 5.267
H -1.822 -3.328 4.798
H -1.175 -4.860 4.140
H -4.432 -1.275 -0.547
H -4.682 -0.048 -2.692
H -3.632 0.965 -4.700
H -1.157 0.686 -5.027
H 0.122 -0.563 -3.304
Cl 2.378 0.909 2.364
C 1.860 1.557 3.891
C 2.609 1.274 5.015
C 2.266 1.802 6.249
C 1.149 2.617 6.348
C 0.398 2.877 5.224
Cl -0.978 3.906 5.401
C 0.698 2.358 3.949
S -0.282 2.708 2.595
H 3.474 0.635 4.918
H 2.857 1.580 7.124
H 0.851 3.043 7.294
O 3.726 -0.028 -2.254
C 3.374 0.731 -3.318
C 4.141 0.705 -4.479
C 3.776 1.442 -5.590
C 2.637 2.226 -5.545
C 1.884 2.275 -4.386
C 2.224 1.536 -3.259
C 1.355 1.552 -2.031
O 1.746 1.051 -0.976
N 0.169 2.130 -2.280
N -0.724 1.989 -1.307
C -1.873 2.478 -1.276
S -2.624 3.596 -2.515
C -4.056 4.003 -1.467
C -4.457 2.755 -0.719
S -2.935 2.085 0.059
H 4.506 -0.555 -2.463
H 5.035 0.092 -4.506
H 4.381 1.395 -6.486
H 2.339 2.792 -6.418
H 0.991 2.877 -4.323
H -4.849 4.374 -2.116
H -3.758 4.786 -0.768
H -4.882 2.001 -1.382
H -5.153 2.972 0.090
C 1.417 -2.506 -1.348
C 2.034 -3.273 -0.193
O 1.643 -2.681 1.015
C 2.197 -3.287 2.148
C 1.760 -2.522 3.383
H 1.715 -2.953 -2.297
H 1.753 -1.473 -1.310
H 0.333 -2.506 -1.262
H 3.137 -3.259 -0.276
H 1.721 -4.337 -0.216
H 3.300 -3.284 2.071
H 1.873 -4.345 2.212
H 2.087 -1.491 3.297
H 2.198 -2.965 4.275
H 0.679 -2.528 3.466
```

[2]
The following is a DFT calculation (wB97M-V/def2-TZVPD) of a structure of composition C24H44N2O4S at a distorted geometry.

## Properties
2S+1 = 1
HOMO level = -8.44 eV
total charge = 0
E_tot = -1748.828146 Ha
ΔE to the lowest compared entry with this formula, charge and spin = 22.436 eV

```
75
C24H44N2O4S wB97M-V/def2-TZVPD
C -0.145 4.927 9.834
C -0.041 3.501 9.054
C 1.345 2.983 8.731
C 1.519 1.693 8.221
C 1.057 1.610 6.859
C 1.134 0.314 6.308
H 2.142 0.327 6.151
H 0.923 -0.658 7.023
C 0.437 -0.115 5.025
C 0.631 -1.470 4.457
C -0.256 -1.920 3.283
C 0.367 -0.945 2.225
C -0.202 -1.017 0.751
O -1.509 -1.789 0.702
N 0.273 -0.555 -0.259
H 0.982 0.080 -0.173
C -0.305 -0.496 -1.679
C 0.752 -0.382 -2.586
O 1.857 -0.193 -2.366
N 0.328 -0.841 -3.821
H -0.446 -1.146 -3.970
C 1.066 -0.484 -4.877
C 0.700 0.802 -5.468
O -0.290 1.544 -4.989
O 1.699 1.026 -6.406
C 1.295 2.553 -7.055
H 1.456 3.479 -6.224
H 0.230 2.445 -7.420
H 1.990 2.909 -7.674
H 2.248 -0.377 -4.704
C 1.115 -1.692 -6.107
C -0.178 -1.769 -6.581
H -0.973 -2.200 -5.887
H -0.621 -0.662 -6.883
H -0.279 -2.295 -7.480
C 1.534 -3.057 -5.642
H 1.760 -3.764 -6.440
H 0.883 -3.127 -4.804
H 2.686 -2.839 -5.302
H 1.616 -1.231 -6.816
H -0.841 -1.525 -1.812
C -1.713 0.475 -1.806
C -2.852 -0.222 -1.806
H -3.566 0.555 -2.157
H -3.040 -0.760 -0.781
S -2.914 -1.694 -3.216
C -3.232 -2.968 -1.982
H -2.558 -2.835 -1.173
H -3.017 -4.130 -2.400
H -4.377 -3.040 -1.439
H -1.445 1.098 -1.212
H -1.306 0.737 -2.932
C 0.125 0.473 2.379
C 0.789 1.017 3.764
H 1.840 0.900 3.561
H 0.396 1.980 4.103
H -0.892 0.772 2.704
H 0.379 1.356 1.848
H 1.336 -1.033 1.907
H -1.433 -1.520 3.152
H 0.175 -2.824 2.814
H 1.600 -1.612 4.314
H 0.291 -2.234 5.233
H -0.758 0.213 5.267
H 1.249 2.466 6.215
H -0.235 1.767 6.935
H 2.552 1.537 8.161
H 0.842 0.949 8.920
H 1.979 3.268 9.897
H 1.451 3.997 8.091
H -0.666 2.736 9.818
H -0.708 3.630 8.217
H -1.067 5.182 10.195
H 0.476 4.568 10.867
H 0.469 5.732 9.155
```

[3]
The following is a DFT calculation (wB97M-V/def2-TZVPD) of a structure of composition C18H32Ge2HgN2O2.

## Properties
2S+1 = 2
HOMO level (spin up / spin down) = -9.37 / -10.97 eV
total charge = +1
<S²> = 0.76
E_tot = -5272.042714 Ha
ΔE to the lowest compared entry with this formula, charge and spin = 0.000 eV

```
57
C18H32Ge2HgN2O2 wB97M-V/def2-TZVPD
Hg 0.858 1.542 0.910
C -0.906 -1.776 4.492
C -0.476 -0.471 3.812
Ge 0.676 -0.722 2.249
C 2.471 -1.409 2.624
C 2.498 -2.855 3.132
C -0.208 -1.746 0.862
C -0.620 -1.466 -0.377
Ge -0.377 0.335 -1.187
C 0.951 0.444 -2.637
C 0.599 -0.185 -3.989
C -2.024 1.388 -1.428
C -3.004 0.957 -2.523
C -1.290 -2.492 -1.235
C -1.711 -2.167 -2.521
C -2.336 -3.090 -3.346
C -2.557 -4.379 -2.893
C -2.145 -4.728 -1.611
C -1.523 -3.800 -0.796
H -1.561 -1.558 5.336
H -0.051 -2.333 4.874
H -1.455 -2.424 3.807
H 0.070 0.167 4.510
H -1.347 0.091 3.473
H 2.923 -0.734 3.355
H 3.043 -1.314 1.700
H 1.965 -2.961 4.077
H 3.528 -3.173 3.297
H 2.052 -3.542 2.411
H -0.383 -2.761 1.226
H 1.867 0.002 -2.241
H 1.136 1.514 -2.752
H 0.492 -1.265 -3.914
H 1.393 0.021 -4.708
H -0.326 0.224 -4.399
H -1.669 2.404 -1.614
H -2.521 1.396 -0.456
H -2.528 0.920 -3.504
H -3.824 1.674 -2.586
H -3.435 -0.021 -2.315
H -1.552 -1.168 -2.901
H -2.651 -2.804 -4.342
H -3.043 -5.107 -3.527
H -2.312 -5.733 -1.246
H -1.218 -4.112 0.193
C 1.578 6.266 -1.076
O 2.017 5.952 0.263
C 1.784 4.717 0.667
O 1.238 3.852 -0.002
N 2.236 4.531 1.934
N 2.077 3.284 2.534
H 1.850 7.304 -1.229
H 0.503 6.133 -1.159
H 2.081 5.626 -1.796
H 2.677 5.297 2.419
H 1.511 3.365 3.374
H 2.980 2.891 2.778
```

- What is the formula in the first record?
  C28H30Cl2HgN5O3S5

What did the third record say?
The following is a DFT calculation (wB97M-V/def2-TZVPD) of a structure of composition C18H32Ge2HgN2O2.

## Properties
2S+1 = 2
HOMO level (spin up / spin down) = -9.37 / -10.97 eV
total charge = +1
<S²> = 0.76
E_tot = -5272.042714 Ha
ΔE to the lowest compared entry with this formula, charge and spin = 0.000 eV

```
57
C18H32Ge2HgN2O2 wB97M-V/def2-TZVPD
Hg 0.858 1.542 0.910
C -0.906 -1.776 4.492
C -0.476 -0.471 3.812
Ge 0.676 -0.722 2.249
C 2.471 -1.409 2.624
C 2.498 -2.855 3.132
C -0.208 -1.746 0.862
C -0.620 -1.466 -0.377
Ge -0.377 0.335 -1.187
C 0.951 0.444 -2.637
C 0.599 -0.185 -3.989
C -2.024 1.388 -1.428
C -3.004 0.957 -2.523
C -1.290 -2.492 -1.235
C -1.711 -2.167 -2.521
C -2.336 -3.090 -3.346
C -2.557 -4.379 -2.893
C -2.145 -4.728 -1.611
C -1.523 -3.800 -0.796
H -1.561 -1.558 5.336
H -0.051 -2.333 4.874
H -1.455 -2.424 3.807
H 0.070 0.167 4.510
H -1.347 0.091 3.473
H 2.923 -0.734 3.355
H 3.043 -1.314 1.700
H 1.965 -2.961 4.077
H 3.528 -3.173 3.297
H 2.052 -3.542 2.411
H -0.383 -2.761 1.226
H 1.867 0.002 -2.241
H 1.136 1.514 -2.752
H 0.492 -1.265 -3.914
H 1.393 0.021 -4.708
H -0.326 0.224 -4.399
H -1.669 2.404 -1.614
H -2.521 1.396 -0.456
H -2.528 0.920 -3.504
H -3.824 1.674 -2.586
H -3.435 -0.021 -2.315
H -1.552 -1.168 -2.901
H -2.651 -2.804 -4.342
H -3.043 -5.107 -3.527
H -2.312 -5.733 -1.246
H -1.218 -4.112 0.193
C 1.578 6.266 -1.076
O 2.017 5.952 0.263
C 1.784 4.717 0.667
O 1.238 3.852 -0.002
N 2.236 4.531 1.934
N 2.077 3.284 2.534
H 1.850 7.304 -1.229
H 0.503 6.133 -1.159
H 2.081 5.626 -1.796
H 2.677 5.297 2.419
H 1.511 3.365 3.374
H 2.980 2.891 2.778
```

- Look up the 2S+1 of the third one.
  2

- What is the ΔE to the lowest compared entry with this formula, charge and spin in the second record?
  22.436 eV